[1]
{"formula": "C29H36N4O5", "method": "ωB97M-V/def2-TZVPD", "smiles": "COc1ccc([C@@H](C(=O)NC(C)(C)C)N(C(=O)CCC(=O)Nc2cc(C)on2)c2c(C)cccc2C)cc1", "gap_ha": 0.3342, "e_homo_ev": -8.48, "e_lumo_ev": 0.609, "symbols": ["C", "O", "C", "C", "C", "C", "C", "C", "O", "N", "C", "C", "C", "C", "N", "C", "O", "C", "C", "C", "O", "N", "C", "C", "C", "C", "O", "N", "C", "C", "C", "C", "C", "C", "C", "C", "C", "C", "H", "H", "H", "H", "H", "H", "H", "H", "H", "H", "H", "H", "H", "H", "H", "H", "H", "H", "H", "H", "H", "H", "H", "H", "H", "H", "H", "H", "H", "H", "H", "H", "H", "H", "H", "H"], "positions_angstrom": [[-5.30, 3.44, 1.66], [-4.97, 2.30, 2.40], [-3.86, 1.59, 2.05], [-3.02, 1.91, 0.98], [-1.91, 1.12, 0.72], [-1.60, 0.03, 1.52], [-0.38, -0.81, 1.25], [-0.45, -1.33, -0.21], [0.01, -0.69, -1.13], [-1.14, -2.48, -0.31], [-1.37, -3.27, -1.52], [-1.91, -2.37, -2.63], [-2.41, -4.33, -1.15], [-0.06, -3.93, -1.95], [0.88, -0.08, 1.42], [1.99, -0.81, 1.21], [1.92, -1.97, 0.85], [3.32, -0.12, 1.47], [4.38, -0.62, 0.47], [3.99, -0.15, -0.92], [4.38, 0.91, -1.38], [3.17, -1.01, -1.57], [2.57, -0.78, -2.79], [2.58, 0.40, -3.58], [1.83, 0.06, -4.67], [1.42, 0.82, -5.87], [1.42, -1.21, -4.55], [1.89, -1.73, -3.38], [0.86, 1.26, 1.91], [0.66, 1.47, 3.28], [0.52, 0.33, 4.24], [0.59, 2.78, 3.75], [0.73, 3.85, 2.88], [0.96, 3.62, 1.54], [1.03, 2.33, 1.03], [1.32, 2.13, -0.43], [-2.46, -0.30, 2.56], [-3.57, 0.47, 2.82], [-6.20, 3.84, 2.13], [-4.51, 4.19, 1.70], [-5.52, 3.20, 0.62], [-3.22, 2.75, 0.35], [-1.28, 1.36, -0.12], [-0.36, -1.67, 1.93], [-1.38, -2.94, 0.55], [-1.18, -1.61, -2.88], [-2.83, -1.88, -2.31], [-2.12, -2.97, -3.51], [-2.02, -4.99, -0.38], [-2.65, -4.93, -2.02], [-3.32, -3.87, -0.79], [0.65, -3.17, -2.29], [0.38, -4.47, -1.12], [-0.24, -4.62, -2.77], [3.63, -0.39, 2.48], [3.22, 0.96, 1.41], [5.35, -0.19, 0.73], [4.43, -1.70, 0.51], [2.83, -1.83, -1.08], [3.06, 1.33, -3.35], [1.68, 0.27, -6.77], [0.34, 0.97, -5.87], [1.92, 1.79, -5.88], [-0.53, 0.10, 4.38], [1.02, -0.56, 3.87], [0.94, 0.60, 5.20], [0.43, 2.95, 4.80], [0.66, 4.86, 3.26], [1.08, 4.46, 0.87], [0.85, 2.91, -1.02], [2.40, 2.19, -0.61], [0.98, 1.16, -0.78], [-2.26, -1.17, 3.17], [-4.24, 0.22, 3.63]]}

=====

[2]
{"formula": "C29H36N4O5", "method": "ωB97M-V/def2-TZVPD", "smiles": "COc1ccc([C@@H](C(=O)NC(C)(C)C)N(C(=O)CCC(=O)Nc2cc(C)on2)c2cccc(C)c2C)cc1", "gap_ha": 0.3332, "e_homo_ev": -8.43, "e_lumo_ev": 0.638, "symbols": ["C", "O", "C", "C", "C", "C", "C", "C", "O", "N", "C", "C", "C", "C", "N", "C", "O", "C", "C", "C", "O", "N", "C", "C", "C", "C", "O", "N", "C", "C", "C", "C", "C", "C", "C", "C", "C", "C", "H", "H", "H", "H", "H", "H", "H", "H", "H", "H", "H", "H", "H", "H", "H", "H", "H", "H", "H", "H", "H", "H", "H", "H", "H", "H", "H", "H", "H", "H", "H", "H", "H", "H", "H", "H"], "positions_angstrom": [[0.42, -1.69, -5.39], [0.71, -0.37, -5.01], [0.76, -0.07, -3.69], [1.12, 1.24, -3.37], [1.21, 1.64, -2.05], [0.94, 0.75, -1.01], [1.05, 1.24, 0.41], [-0.10, 2.20, 0.84], [0.03, 2.85, 1.86], [-1.10, 2.30, -0.05], [-2.32, 3.10, 0.13], [-1.92, 4.57, 0.28], [-3.08, 2.62, 1.37], [-3.16, 2.89, -1.12], [1.15, 0.14, 1.36], [0.04, -0.42, 1.86], [-1.06, 0.11, 1.72], [0.19, -1.77, 2.53], [-1.10, -2.59, 2.41], [-1.45, -2.88, 0.96], [-1.12, -3.89, 0.38], [-2.18, -1.88, 0.37], [-2.51, -1.80, -0.95], [-2.60, -2.83, -1.93], [-3.01, -2.18, -3.05], [-3.35, -2.65, -4.42], [-3.15, -0.87, -2.78], [-2.84, -0.64, -1.48], [2.46, -0.28, 1.74], [3.23, -1.00, 0.84], [4.50, -1.41, 1.20], [4.99, -1.11, 2.46], [4.23, -0.37, 3.36], [4.79, -0.04, 4.71], [2.96, 0.07, 2.99], [2.15, 0.91, 3.93], [0.57, -0.54, -1.34], [0.48, -0.96, -2.66], [0.45, -1.70, -6.48], [-0.57, -2.00, -5.05], [1.17, -2.40, -5.01], [1.33, 1.92, -4.17], [1.50, 2.65, -1.82], [1.97, 1.84, 0.51], [-1.17, 1.57, -0.74], [-1.37, 4.90, -0.60], [-1.30, 4.70, 1.16], [-2.81, 5.18, 0.39], [-3.97, 3.21, 1.52], [-2.44, 2.71, 2.25], [-3.35, 1.57, 1.25], [-4.09, 3.44, -1.05], [-2.62, 3.23, -2.00], [-3.39, 1.83, -1.25], [0.42, -1.62, 3.59], [1.02, -2.31, 2.08], [-0.97, -3.54, 2.92], [-1.92, -2.04, 2.88], [-2.22, -0.99, 0.88], [-2.38, -3.86, -1.78], [-3.14, -1.87, -5.14], [-2.78, -3.55, -4.65], [-4.41, -2.89, -4.47], [2.83, -1.24, -0.14], [5.10, -1.98, 0.50], [5.97, -1.44, 2.74], [4.95, 1.03, 4.80], [4.11, -0.35, 5.49], [5.75, -0.54, 4.86], [1.76, 0.31, 4.76], [1.31, 1.39, 3.43], [2.77, 1.70, 4.36], [0.35, -1.26, -0.56], [0.20, -1.99, -2.86]]}

=====

[3]
{"formula": "C29H37BBaN10O3", "method": "ωB97M-V/def2-TZVPD", "gap_ha": 0.2535, "e_homo_ev": -6.82, "e_lumo_ev": 0.074, "symbols": ["Ba", "C", "C", "N", "N", "C", "B", "N", "C", "C", "C", "N", "N", "C", "C", "C", "N", "H", "H", "H", "H", "H", "H", "H", "H", "H", "H", "C", "N", "C", "C", "O", "C", "O", "C", "C", "O", "N", "C", "C", "H", "H", "H", "H", "H", "H", "H", "H", "H", "H", "H", "H", "H", "H", "H", "H", "C", "N", "C", "C", "C", "C", "C", "N", "C", "C", "C", "C", "C", "C", "H", "H", "H", "H", "H", "H", "H", "H", "H", "H", "H"], "positions_angstrom": [[-0.83, -0.07, 0.71], [-2.94, 1.36, -4.26], [-3.36, 0.67, -3.11], [-2.38, 0.55, -2.22], [-1.30, 1.15, -2.79], [-1.62, 1.66, -4.00], [-0.06, 1.26, -1.88], [1.30, 1.15, -2.61], [1.68, 1.17, -3.90], [3.04, 0.97, -3.96], [3.41, 0.82, -2.61], [2.37, 0.92, -1.80], [-0.15, 2.56, -1.03], [-0.10, 3.85, -1.43], [-0.25, 4.65, -0.31], [-0.39, 3.74, 0.75], [-0.34, 2.49, 0.32], [-3.50, 1.61, -5.14], [-4.34, 0.27, -2.89], [-0.91, 2.23, -4.58], [-0.11, 0.35, -1.12], [0.97, 1.30, -4.70], [3.67, 0.95, -4.83], [4.40, 0.66, -2.19], [0.05, 4.11, -2.46], [-0.25, 5.72, -0.27], [-0.54, 3.94, 1.80], [-3.67, -3.87, 1.36], [-3.22, -3.73, -0.03], [-3.90, -4.53, -1.04], [-2.20, -2.92, -0.32], [-1.60, -2.25, 0.53], [-1.79, -2.79, -1.79], [-0.78, -1.84, -1.98], [0.52, -2.27, -2.31], [1.52, -2.22, -1.15], [1.18, -1.90, -0.01], [2.79, -2.54, -1.47], [3.82, -2.47, -0.44], [3.21, -2.90, -2.82], [-4.73, -3.62, 1.43], [-3.11, -3.18, 1.99], [-3.52, -4.89, 1.71], [-4.84, -4.89, -0.62], [-3.31, -5.40, -1.34], [-4.14, -3.94, -1.93], [-2.66, -2.43, -2.34], [-1.52, -3.77, -2.19], [0.89, -1.58, -3.07], [0.52, -3.28, -2.75], [3.38, -2.10, 0.47], [4.61, -1.80, -0.76], [4.24, -3.46, -0.26], [2.87, -2.18, -3.56], [2.86, -3.90, -3.11], [4.29, -2.91, -2.84], [1.58, -0.07, 3.53], [0.20, 0.09, 3.05], [-0.63, 0.66, 3.86], [-2.01, 0.89, 3.55], [-2.96, 1.56, 4.34], [-4.16, 1.54, 3.62], [-3.87, 0.86, 2.42], [-2.59, 0.46, 2.37], [2.33, 1.24, 3.65], [2.41, 2.10, 2.56], [3.08, 3.31, 2.66], [3.68, 3.68, 3.86], [3.61, 2.83, 4.95], [2.93, 1.62, 4.85], [2.11, -0.71, 2.81], [1.60, -0.59, 4.49], [-0.29, 1.00, 4.84], [-2.78, 2.00, 5.31], [-5.11, 1.97, 3.90], [-4.55, 0.64, 1.61], [1.95, 1.82, 1.62], [3.14, 3.96, 1.79], [4.21, 4.62, 3.94], [4.07, 3.11, 5.89], [2.86, 0.96, 5.71]]}

=====

[4]
{"formula": "C29H37BaN10O3PS3", "method": "ωB97M-V/def2-TZVPD", "gap_ha": [0.1267, 0.1713], "e_homo_ev": [-4.17, -5.34], "e_lumo_ev": [-0.723, -0.674], "symbols": ["Ba", "C", "C", "O", "P", "S", "S", "O", "C", "C", "H", "H", "H", "H", "H", "H", "H", "H", "H", "H", "C", "N", "C", "N", "C", "N", "C", "C", "C", "C", "C", "C", "C", "N", "N", "C", "O", "C", "C", "C", "C", "C", "C", "N", "C", "N", "C", "N", "C", "H", "H", "H", "H", "H", "H", "H", "H", "H", "H", "H", "H", "H", "H", "H", "H", "S", "C", "N", "C", "C", "N", "C", "C", "H", "H", "H", "H", "H", "H", "H", "H", "H", "H", "H"], "positions_angstrom": [[-0.65, 0.55, -0.35], [-2.58, 6.19, -0.24], [-2.60, 4.72, -0.62], [-1.37, 4.07, -0.25], [-1.21, 3.28, 1.14], [0.68, 2.71, 1.26], [-2.67, 1.97, 1.39], [-1.43, 4.50, 2.19], [-1.38, 4.22, 3.59], [-2.30, 5.18, 4.31], [-3.51, 6.66, -0.57], [-1.74, 6.69, -0.72], [-2.49, 6.30, 0.83], [-2.67, 4.60, -1.70], [-3.44, 4.20, -0.16], [-0.35, 4.33, 3.93], [-1.69, 3.18, 3.78], [-2.04, 6.20, 4.03], [-2.19, 5.07, 5.39], [-3.33, 5.00, 4.03], [5.76, 1.18, 1.07], [4.81, 0.48, 0.24], [3.48, 0.64, 0.22], [2.91, -0.27, -0.54], [3.98, -0.99, -0.98], [5.15, -0.56, -0.53], [5.99, 0.55, 2.43], [6.86, 1.19, 3.30], [7.14, 0.65, 4.55], [6.56, -0.53, 4.95], [5.68, -1.21, 4.08], [5.40, -0.65, 2.82], [5.09, -2.43, 4.52], [5.19, -2.99, 5.71], [4.41, -4.07, 5.75], [3.83, -4.19, 4.57], [4.21, -3.15, 3.72], [2.79, -5.07, 4.18], [2.31, -6.06, 5.07], [1.23, -6.84, 4.71], [0.61, -6.67, 3.47], [1.09, -5.72, 2.58], [0.43, -5.59, 1.23], [0.94, -4.48, 0.46], [0.42, -3.25, 0.30], [1.25, -2.52, -0.43], [2.27, -3.37, -0.69], [2.12, -4.56, -0.17], [2.17, -4.93, 2.92], [5.40, 2.20, 1.17], [6.71, 1.20, 0.54], [2.96, 1.43, 0.75], [3.89, -1.83, -1.65], [7.33, 2.12, 3.00], [7.84, 1.16, 5.21], [6.78, -0.98, 5.91], [4.74, -1.19, 2.14], [2.81, -6.18, 6.03], [0.87, -7.60, 5.39], [-0.24, -7.29, 3.19], [-0.64, -5.45, 1.36], [0.59, -6.50, 0.65], [-0.53, -2.92, 0.69], [3.12, -3.11, -1.29], [2.58, -4.22, 2.21], [-3.98, -1.67, 0.82], [-2.43, -1.83, 0.62], [1.24, -2.10, 4.65], [-0.23, -2.16, 4.47], [-0.58, -1.41, 3.19], [-0.10, -0.04, 3.20], [1.33, 0.03, 3.46], [1.72, -0.69, 4.76], [1.69, -2.52, 3.83], [1.57, -2.67, 5.44], [-0.69, -1.69, 5.34], [-0.54, -3.21, 4.43], [-1.65, -1.43, 3.03], [-0.12, -1.93, 2.34], [-0.61, 0.53, 3.86], [1.66, 1.07, 3.50], [1.86, -0.44, 2.62], [1.23, -0.23, 5.62], [2.79, -0.67, 4.92]]}

=====

[5]
{"formula": "C29H37BrIN7O5PbS", "method": "ωB97M-V/def2-TZVPD", "gap_ha": 0.2736, "e_homo_ev": -7.23, "e_lumo_ev": 0.214, "symbols": ["Pb", "C", "N", "C", "C", "O", "C", "O", "C", "C", "O", "N", "C", "C", "H", "H", "H", "H", "H", "H", "H", "H", "H", "H", "H", "H", "H", "H", "H", "H", "C", "C", "N", "C", "C", "C", "O", "C", "C", "N", "C", "C", "C", "C", "C", "C", "I", "C", "O", "H", "H", "H", "H", "H", "H", "H", "H", "H", "H", "H", "H", "N", "N", "C", "N", "S", "H", "H", "H", "H", "H", "Br", "C", "C", "C", "C", "C", "C", "H", "H", "H", "H"], "positions_angstrom": [[-0.42, 0.97, -0.81], [5.60, 0.71, -2.00], [4.76, -0.13, -1.17], [5.22, -0.36, 0.19], [3.54, -0.51, -1.61], [3.14, -0.28, -2.75], [2.70, -1.28, -0.62], [1.39, -1.46, -1.12], [0.72, -2.49, -0.44], [-0.73, -2.50, -0.92], [-1.07, -1.78, -1.86], [-1.58, -3.30, -0.26], [-3.00, -3.23, -0.55], [-1.21, -4.13, 0.88], [6.52, 0.19, -2.27], [5.86, 1.62, -1.46], [5.06, 0.98, -2.91], [6.31, -0.34, 0.18], [4.92, -1.34, 0.55], [4.86, 0.41, 0.87], [2.66, -0.76, 0.34], [3.18, -2.26, -0.46], [0.74, -2.31, 0.64], [1.19, -3.46, -0.64], [-3.17, -2.46, -1.30], [-3.54, -2.99, 0.36], [-3.36, -4.19, -0.93], [-0.15, -4.31, 0.91], [-1.71, -5.10, 0.78], [-1.53, -3.67, 1.82], [1.46, -1.46, 3.19], [-0.03, -1.61, 3.17], [-0.57, -2.43, 4.04], [-1.91, -2.51, 4.12], [-2.75, -1.73, 3.36], [-4.23, -1.87, 3.59], [-4.72, -0.69, 4.23], [-2.20, -0.84, 2.41], [-3.10, 0.07, 1.72], [-2.75, 0.96, 0.88], [-3.73, 1.76, 0.28], [-4.94, 1.23, -0.19], [-5.86, 2.04, -0.83], [-5.60, 3.39, -1.02], [-4.40, 3.93, -0.57], [-3.47, 3.11, 0.06], [-1.66, 3.93, 0.69], [-0.80, -0.82, 2.23], [-0.16, -0.13, 1.35], [1.73, -0.49, 3.62], [1.89, -2.25, 3.81], [1.90, -1.48, 2.19], [-2.31, -3.21, 4.85], [-4.76, -2.03, 2.64], [-4.41, -2.74, 4.22], [-5.65, -0.81, 4.43], [-4.15, 0.01, 2.02], [-5.12, 0.17, -0.08], [-6.79, 1.61, -1.19], [-6.32, 4.03, -1.52], [-4.18, 4.97, -0.73], [0.45, 0.18, -3.30], [0.88, 1.02, -4.33], [0.61, 2.35, -4.31], [1.30, 3.06, -5.24], [-0.47, 3.09, -3.28], [1.25, -0.34, -2.96], [-0.27, -0.45, -3.62], [1.73, 0.72, -4.80], [1.72, 2.60, -6.03], [1.01, 4.01, -5.37], [5.72, 3.93, 1.04], [4.06, 3.14, 0.55], [3.31, 2.47, 1.50], [2.13, 1.86, 1.11], [1.66, 1.90, -0.21], [2.44, 2.62, -1.13], [3.63, 3.23, -0.77], [3.65, 2.43, 2.52], [1.55, 1.33, 1.85], [2.12, 2.71, -2.16], [4.22, 3.78, -1.50]]}

=====

[6]
{"formula": "C29H37ClN6OPt", "method": "ωB97M-V/def2-TZVPD", "total_charge": 2, "gap_ha": [0.1901, 0.1903], "e_homo_ev": [-13.60, -13.60], "e_lumo_ev": [-8.428, -8.422], "symbols": ["Pt", "C", "N", "C", "C", "N", "C", "H", "H", "H", "H", "H", "H", "C", "C", "C", "C", "C", "O", "C", "C", "C", "C", "C", "C", "Cl", "C", "C", "C", "N", "C", "N", "C", "N", "H", "H", "H", "H", "H", "H", "H", "H", "H", "H", "H", "H", "H", "H", "H", "H", "H", "H", "H", "H", "H", "H", "C", "C", "C", "C", "C", "C", "C", "C", "N", "H", "H", "H", "H", "H", "H", "C", "H", "H", "H"], "positions_angstrom": [[0.10, 0.41, 0.14], [-0.76, -1.43, 5.40], [-0.32, -0.58, 4.27], [0.28, 0.65, 4.37], [0.51, 1.07, 3.10], [0.07, 0.09, 2.23], [-0.45, -0.88, 2.97], [-0.55, -0.90, 6.32], [-0.20, -2.37, 5.40], [-1.82, -1.63, 5.33], [0.49, 1.11, 5.32], [0.99, 1.98, 2.76], [-0.88, -1.81, 2.61], [7.90, 2.04, -0.13], [7.21, 2.58, -1.39], [7.56, 4.06, -1.51], [7.84, 1.84, -2.59], [5.65, 2.36, -1.29], [5.19, 2.54, 0.06], [4.82, 3.33, -2.14], [4.84, 3.27, -3.67], [3.96, 2.18, -4.25], [4.48, 1.08, -4.91], [3.65, 0.07, -5.40], [2.28, 0.18, -5.22], [1.24, -1.08, -5.80], [1.74, 1.28, -4.59], [2.58, 2.28, -4.11], [5.37, 0.88, -1.58], [4.12, 0.40, -0.98], [2.87, 0.70, -1.23], [2.08, -0.01, -0.40], [2.97, -0.72, 0.37], [4.20, -0.52, 0.03], [8.98, 2.05, -0.28], [7.62, 1.01, 0.11], [7.69, 2.64, 0.75], [8.64, 4.18, -1.41], [7.11, 4.66, -0.71], [7.28, 4.49, -2.47], [8.89, 2.12, -2.67], [7.37, 2.08, -3.55], [7.81, 0.75, -2.47], [5.55, 3.37, 0.40], [5.12, 4.33, -1.84], [3.78, 3.23, -1.80], [5.86, 3.17, -4.04], [4.48, 4.23, -4.05], [5.55, 1.00, -5.06], [4.06, -0.78, -5.91], [0.66, 1.37, -4.50], [2.15, 3.16, -3.65], [6.13, 0.27, -1.11], [5.36, 0.67, -2.65], [2.54, 1.37, -2.01], [2.67, -1.41, 1.15], [-1.93, -0.15, -0.03], [-2.05, -0.44, -1.41], [-1.99, 0.60, -2.37], [-2.16, 0.32, -3.71], [-2.40, -1.00, -4.11], [-2.46, -2.04, -3.17], [-2.27, -1.77, -1.85], [-2.62, -1.29, -5.51], [-2.80, -1.53, -6.62], [-2.11, -0.95, 0.68], [-2.25, 0.83, 0.33], [-1.88, 1.62, -2.04], [-2.15, 1.11, -4.45], [-2.68, -3.05, -3.51], [-2.33, -2.56, -1.11], [0.38, 2.35, -0.33], [-0.54, 2.84, -0.02], [0.55, 2.39, -1.41], [1.25, 2.68, 0.23]]}

=====

Respective energy above the lowest of the compared OMol25 structures with the same formula, charge and spin values: 33.9 35.1 68.3 3.0 0.0 55.1 kcal/mol.